[1]
{
  "formula": "C2H2Cl3NO",
  "method": "the ωB97M-V functional and the def2-TZVPD basis",
  "smiles": "N=C(Cl)Cl.O=CCl",
  "e_above_lowest_kj_mol": 72.9,
  "molar_mass_g_mol": 162.4,
  "lumo_energy_ev": 0.4,
  "homo_lumo_gap_ev": 10.75,
  "total_energy_ha": -1587.9457,
  "species": ["C", "C", "N", "O", "Cl", "Cl", "Cl", "H", "H"],
  "positions_angstrom": [[1.0527, -0.1946, 1.4960], [-2.1437, 0.9504, 0.4207], [-1.0602, 0.6018, -0.1107], [1.9126, 0.6014, 1.3769], [-3.1815, 2.1671, -0.1317], [-2.7853, 0.0802, 1.7521], [0.2817, -0.6129, 2.9632], [0.5318, -0.7817, 0.5612], [-0.6610, 1.2709, -0.6812]]
}

[2]
{
  "formula": "C20H28DyNO2",
  "method": "the ωB97M-V functional and the def2-TZVPD basis",
  "e_above_lowest_kj_mol": 367.7,
  "molar_mass_g_mol": 476.9,
  "spin_multiplicity": 6,
  "lumo_energy_ev": [0.0, 0.1],
  "homo_lumo_gap_ev": [6.81, 6.68],
  "total_energy_ha": -1868.9448,
  "species": ["O", "C", "C", "H", "H", "C", "H", "H", "C", "H", "H", "H", "C", "H", "H", "H", "Dy", "C", "C", "C", "H", "C", "C", "H", "H", "H", "H", "C", "C", "C", "H", "C", "C", "H", "H", "H", "H", "O", "C", "C", "H", "H", "C", "H", "H", "C", "H", "H", "H", "H", "N", "C"],
  "positions_angstrom": [[-0.4954, -3.5023, -2.7802], [0.7191, -4.1424, -3.2908], [0.0091, -4.7713, -4.4951], [1.1297, -4.8650, -2.5677], [1.4849, -3.3934, -3.5458], [-1.2520, -4.0682, -3.8990], [-0.0359, -5.8695, -4.4871], [0.3241, -4.3837, -5.4746], [-2.3310, -5.0258, -3.4131], [-1.8931, -5.8056, -2.7800], [-2.8468, -5.5078, -4.2581], [-3.0772, -4.4738, -2.8283], [-1.8314, -2.9683, -4.7765], [-1.0371, -2.2935, -5.1153], [-2.5662, -2.3892, -4.2030], [-2.3379, -3.3866, -5.6596], [0.5379, 2.2502, 2.4178], [0.7083, 4.7746, 1.9686], [2.0082, 4.3209, 2.3750], [2.4723, 3.3698, 1.4160], [2.6155, 4.5972, 3.2576], [1.4605, 3.2593, 0.4079], [0.3454, 4.1020, 0.7720], [-0.5920, 4.2158, 0.2172], [0.0573, 5.4575, 2.5402], [3.4115, 2.7994, 1.4866], [1.5107, 2.6326, -0.4797], [-0.9226, 3.0895, 4.3471], [-1.6328, 3.2407, 3.1013], [-1.8394, 1.9511, 2.5585], [-1.9810, 4.1960, 2.6738], [-1.2342, 0.9792, 3.4727], [-0.6676, 1.6888, 4.5544], [-0.0709, 1.2731, 5.3863], [-0.7353, 3.8911, 5.0866], [-2.3518, 1.7135, 1.6214], [-1.1492, -0.0987, 3.2950], [0.7167, 0.4812, 1.2049], [-0.2407, 0.3021, 0.1381], [0.5424, -0.5324, -0.8550], [-0.5706, 1.2874, -0.2359], [-1.0883, -0.2369, 0.5740], [1.5260, -1.3058, 0.0400], [1.1012, 0.1293, -1.5263], [-0.1126, -1.1748, -1.4404], [1.9281, -0.2880, 1.0855], [2.3922, -1.6832, -0.4989], [1.0029, -2.1404, 0.5192], [2.7221, 0.3838, 0.7351], [2.1630, -0.6757, 2.0807], [1.0413, 4.7146, 5.0500], [0.9624, 3.8816, 4.2268]]
}

[3]
{
  "formula": "C12H30FN9O21",
  "method": "the ωB97M-V functional and the def2-TZVPD basis",
  "smiles": "O=C1OC[C@@H](F)O1.C[N+](=O)[O-].C[N+](=O)[O-].C[N+](=O)[O-].C[N+](=O)[O-].C[N+](=O)[O-].C[N+](=O)[O-].C[N+](=O)[O-].C[N+](=O)[O-].C[N+](=O)[O-]",
  "e_above_lowest_kj_mol": 54.9,
  "molar_mass_g_mol": 655.4,
  "lumo_energy_ev": -0.5,
  "homo_lumo_gap_ev": 10.51,
  "total_energy_ha": -2647.1027,
  "species": ["C", "N", "O", "O", "H", "H", "H", "C", "N", "O", "O", "H", "H", "H", "C", "N", "O", "O", "H", "H", "H", "C", "N", "O", "O", "H", "H", "H", "C", "N", "O", "O", "H", "H", "H", "C", "N", "O", "O", "H", "H", "H", "C", "N", "O", "O", "H", "H", "H", "C", "N", "O", "O", "H", "H", "H", "C", "N", "O", "O", "H", "H", "H", "C", "C", "O", "C", "O", "O", "F", "H", "H", "H"],
  "positions_angstrom": [[-5.0145, 0.6462, -1.7669], [-4.8741, 0.3272, -0.3195], [-3.8314, -0.1874, 0.0657], [-5.8701, 0.3995, 0.3695], [-5.9297, 0.1500, -2.0706], [-4.1293, 0.2850, -2.2750], [-5.1089, 1.7296, -1.8032], [-2.6905, -2.9864, -1.0206], [-2.6855, -2.5604, -2.4411], [-3.0075, -3.3491, -3.3098], [-2.4072, -1.3793, -2.6468], [-3.7354, -2.8712, -0.7366], [-2.1140, -2.2815, -0.4384], [-2.3416, -4.0097, -0.9444], [3.1597, 1.1149, 3.5799], [4.1185, 1.0449, 2.4356], [4.2156, 2.0322, 1.7321], [4.8390, 0.0693, 2.3575], [3.6267, 1.8607, 4.2210], [3.1194, 0.1472, 4.0629], [2.2035, 1.4824, 3.2245], [-0.8761, 1.0768, -0.1528], [0.4140, 1.0254, 0.6018], [0.5093, 1.7685, 1.5661], [1.3261, 0.3343, 0.2016], [-1.5492, 1.7699, 0.3448], [-1.3421, 0.1022, -0.0624], [-0.6577, 1.4495, -1.1470], [-1.1596, 3.0167, 4.3723], [-2.2683, 2.2712, 3.6957], [-2.8057, 2.7406, 2.7231], [-2.6181, 1.2428, 4.2339], [-1.2499, 2.7963, 5.4278], [-1.1622, 4.0679, 4.1137], [-0.2632, 2.5473, 3.9657], [-2.3489, 0.8806, -5.4167], [-2.5421, 1.6165, -4.1464], [-1.8800, 1.2457, -3.2056], [-3.2576, 2.5918, -4.1329], [-1.3292, 1.0312, -5.7604], [-3.0766, 1.2651, -6.1206], [-2.4462, -0.1746, -5.1679], [2.8712, 4.1730, -0.7434], [1.9688, 3.8600, -1.8989], [2.0449, 4.5848, -2.8700], [1.2618, 2.8737, -1.8120], [2.3446, 3.9591, 0.1819], [3.0503, 5.2413, -0.7556], [3.7339, 3.5559, -0.9751], [-1.9474, -1.2856, 2.4765], [-2.2057, -2.7510, 2.2960], [-1.3540, -3.5330, 2.6432], [-3.3127, -3.0662, 1.8946], [-0.8636, -1.2013, 2.5716], [-2.4133, -1.0362, 3.4222], [-2.2268, -0.7029, 1.6059], [1.1951, -2.9431, 0.7605], [1.0813, -4.2224, 0.0104], [-0.0443, -4.6755, -0.0652], [2.0422, -4.7293, -0.5079], [0.8652, -3.1922, 1.7663], [0.6761, -2.1995, 0.1701], [2.2475, -2.7136, 0.9230], [4.0682, -0.9586, -0.7741], [5.1144, -1.4064, -1.8163], [5.7328, -2.5382, -1.2733], [5.1989, -2.7884, -0.0258], [5.5149, -3.6833, 0.6772], [4.2517, -1.9121, 0.2762], [6.0402, -0.3989, -1.9793], [3.0557, -1.0364, -1.1563], [4.3539, 0.0326, -0.4353], [4.6951, -1.6363, -2.7966]]
}

[4]
{
  "formula": "C5H8O2",
  "method": "the ωB97M-V functional and the def2-TZVPD basis",
  "e_above_lowest_kj_mol": 660.3,
  "molar_mass_g_mol": 100.1,
  "lumo_energy_ev": 0.6,
  "homo_lumo_gap_ev": 9.21,
  "total_energy_ha": -345.5535,
  "species": ["C", "C", "O", "C", "C", "O", "C", "H", "H", "H", "H", "H", "H", "H", "H"],
  "positions_angstrom": [[0.5373, -1.5634, -0.0775], [0.8800, -0.4516, -1.0431], [-0.0525, 0.5107, -1.4505], [-1.0443, 0.7194, -0.4602], [-0.4586, 1.1387, 0.7842], [0.7398, 0.6607, 1.1614], [1.3273, -0.3662, 0.3869], [-0.4735, -1.6884, 0.2923], [1.0869, -2.4943, -0.1841], [1.6021, -0.6496, -1.8298], [-1.7274, -0.1274, -0.4748], [-2.1186, 1.4771, -0.0376], [-0.5949, 2.1180, 1.2194], [-2.1821, 1.2416, 0.9792], [2.3651, -0.4756, 0.6799]]
}

- Which formula does entry 2 have?
  C20H28DyNO2